{"formula": "C31H33CdN10O3S", "method": "ωB97M-V with the def2-TZVPD basis set", "homo_ev": -4.0, "charge": -1, "homo_lumo_gap_ev": 6.4123, "largest_force_ev_per_a": 1.78, "symbols": ["Cd", "O", "C", "N", "C", "C", "C", "C", "C", "C", "N", "C", "O", "C", "C", "C", "C", "C", "N", "C", "C", "C", "C", "C", "N", "H", "H", "H", "H", "H", "H", "H", "H", "H", "H", "H", "H", "C", "C", "N", "N", "C", "N", "S", "C", "C", "C", "C", "C", "N", "H", "H", "H", "H", "H", "H", "H", "H", "H", "C", "N", "C", "C", "O", "N", "C", "C", "H", "H", "H", "H", "H", "H", "H", "H", "H", "H", "H", "H"], "positions_angstrom": [[0.663, -0.269, -0.566], [3.927, -2.923, 0.492], [2.874, -2.385, 0.120], [2.625, -1.112, -0.130], [3.534, -0.082, -0.019], [4.634, -0.071, 0.836], [5.470, 1.031, 0.887], [5.222, 2.139, 0.091], [4.138, 2.151, -0.768], [3.286, 1.051, -0.844], [2.160, 1.002, -1.633], [2.001, 1.706, -2.739], [2.800, 2.450, -3.326], [0.621, 1.534, -3.323], [0.258, 2.351, -4.397], [-1.035, 2.301, -4.874], [-1.918, 1.401, -4.293], [-1.449, 0.578, -3.282], [-0.221, 0.648, -2.796], [1.678, -3.268, -0.170], [1.813, -4.649, 0.000], [0.725, -5.471, -0.214], [-0.475, -4.887, -0.593], [-0.515, -3.511, -0.760], [0.530, -2.723, -0.573], [4.821, -0.940, 1.448], [6.323, 1.022, 1.553], [5.880, 2.998, 0.137], [3.929, 3.011, -1.387], [1.007, 3.018, -4.795], [-1.357, 2.951, -5.676], [-2.945, 1.339, -4.623], [-2.083, -0.166, -2.826], [2.771, -5.033, 0.319], [0.794, -6.544, -0.071], [-1.369, -5.474, -0.742], [-1.435, -3.018, -1.045], [1.742, 0.505, 3.767], [1.090, 0.639, 2.411], [0.481, -0.371, 1.839], [0.522, -1.534, 2.435], [-0.339, -2.514, 2.382], [0.192, -3.748, 2.630], [-2.019, -2.420, 2.315], [1.110, 1.891, 1.707], [1.699, 3.055, 2.244], [1.644, 4.234, 1.537], [0.993, 4.259, 0.307], [0.429, 3.079, -0.147], [0.478, 1.939, 0.516], [1.713, -0.545, 4.055], [1.220, 1.085, 4.531], [2.781, 0.831, 3.725], [1.190, -3.871, 2.626], [-0.425, -4.525, 2.770], [2.191, 3.020, 3.202], [2.092, 5.134, 1.938], [0.925, 5.164, -0.277], [-0.111, 3.051, -1.087], [-4.513, 0.062, 2.002], [-3.453, 0.525, 1.132], [-2.368, 1.163, 1.842], [-3.153, -0.161, -0.011], [-2.029, -0.360, -0.438], [-4.291, -0.570, -0.706], [-4.161, -1.587, -1.716], [-5.372, 0.364, -0.906], [-4.087, -0.548, 2.806], [-5.218, -0.555, 1.452], [-5.025, 0.921, 2.442], [-2.751, 2.051, 2.355], [-1.600, 1.443, 1.121], [-1.922, 0.490, 2.580], [-3.268, -2.168, -1.503], [-4.082, -1.172, -2.730], [-5.031, -2.247, -1.674], [-5.205, 1.248, -0.297], [-6.334, -0.081, -0.635], [-5.420, 0.674, -1.958]], "mulliken_charge": [3.217, -0.836, 0.242, 0.212, -0.057, -0.488, -0.711, -0.805, -0.370, 0.193, 0.124, 0.074, -0.821, 0.057, -0.774, -0.370, -0.731, -0.255, 0.022, -0.014, -0.707, -0.414, -0.615, 0.233, -0.081, 0.497, 0.360, 0.373, 0.491, 0.484, 0.422, 0.401, 0.465, 0.459, 0.391, 0.432, -0.195, -2.142, -0.218, 2.386, -1.939, -0.211, -0.296, -0.533, 1.368, -0.950, -0.631, -1.057, -0.488, 0.433, 0.467, 0.321, 0.412, 0.258, 0.219, 0.473, 0.392, 0.448, 0.474, -1.135, 0.297, -0.451, -0.266, -0.720, 0.226, -0.798, -1.170, 0.342, 0.399, 0.250, 0.347, -0.374, 0.295, -0.083, 0.333, 0.394, 0.380, 0.305, 0.336]}